Below is a molecular structure, C4H6O2, with properties calculated with the ωB97M-V functional and the def2-TZVPD basis.

Summary:
electronic energy: -8337.22797 eV
spin multiplicity: 1
orbital gap: 0.3579 hartree
E_HOMO: -9.20 eV

Cartesian coordinates (Å):
C (1.89, 0.18, 0.32)
C (0.53, 0.88, 0.45)
C (-0.68, 0.02, 0.10)
O (-0.50, -1.14, -0.23)
C (-2.58, -0.16, -0.09)
O (-3.53, 0.55, 0.01)
H (1.96, -0.69, 0.98)
H (2.07, -0.16, -0.70)
H (2.69, 0.88, 0.59)
H (0.47, 1.76, -0.19)
H (0.36, 1.25, 1.46)
H (-1.96, -1.23, -0.36)